{"formula": "CH2BrI", "method": "wB97M-V/def2-TZVPD", "elements": ["C", "Br", "I", "H", "H"], "xyz": [[0.067, 0.239, 0.088], [-1.239, 0.310, -1.402], [0.978, -1.763, 0.304], [-0.562, 0.130, 1.118], [0.756, 1.084, -0.108]], "atomic_forces_ev_per_a": [[-1.9412, -1.3149, 1.7882], [0.6153, -0.0856, 0.7127], [0.0098, 0.9686, -0.4615], [1.6518, 1.3139, -2.7394], [-0.3357, -0.8821, 0.7000]], "mulliken_charge": [-0.63, -0.08, 0.08, 0.29, 0.34], "lumo_energy_ev": -0.263, "orbital_gap_ev": 9.50, "largest_force_ha_per_bohr": 0.067, "e_homo_ha": -0.359, "e_tot_ev": -79211.75171, "multiplicity": 1}